{
  "formula": "C2H12N2O2",
  "method": "ωB97M-V/def2-TZVPD",
  "e_homo_ev": -8.5,
  "energy_ev": -9343.236,
  "smiles": "NCCN.O.O",
  "relative_energy_kj_mol": 93.3,
  "species": ["C", "C", "N", "N", "H", "H", "H", "H", "H", "H", "H", "H", "H", "H", "O", "H", "H", "O"],
  "coordinates": [[-1.2291, -0.0275, -1.0802], [-1.2177, -1.3520, -0.2767], [-0.2910, -1.4351, 0.8229], [0.1028, 0.5212, -1.3045], [-1.7363, -0.2488, -2.0297], [-1.8371, 0.7114, -0.5582], [-2.2148, -1.4357, 0.1515], [-1.1277, -2.1903, -0.9696], [0.6769, -1.6073, 0.6425], [-0.4809, -0.7671, 1.5451], [0.2075, 1.4293, -0.8930], [0.4769, 0.5205, -2.2391], [4.0004, 4.1667, -3.7764], [4.7450, 3.1366, -4.5900], [3.8546, 3.3876, -4.3242], [-0.7519, -1.9271, 5.8400], [-2.0545, -1.5572, 6.5474], [-1.1229, -1.3253, 6.4921]],
  "forces_ev_per_angstrom": [[0.33, -0.34, -0.50], [-0.13, 0.54, 0.00], [-0.72, -0.77, 0.18], [0.11, -0.14, 0.31], [-0.01, 0.21, 0.10], [-0.02, 0.03, 0.09], [-0.26, -0.19, 0.00], [0.39, -0.07, 0.16], [0.18, 0.42, -0.28], [0.33, 0.19, 0.10], [0.14, 0.17, -0.05], [-0.32, -0.05, -0.09], [-0.14, -0.03, -0.01], [-0.05, -0.11, -0.07], [0.18, 0.13, 0.08], [-0.02, -0.01, -0.01], [0.01, -0.02, -0.02], [0.01, 0.02, 0.01]]
}

=====

{
  "formula": "C31H30BClN8O7TeTi",
  "method": "ωB97M-V/def2-TZVPD",
  "e_homo_ev": [-3.9, -5.1],
  "multiplicity": 4,
  "energy_ev": -102501.089,
  "total_charge": -1,
  "species": ["Ti", "C", "C", "C", "C", "N", "N", "B", "N", "C", "C", "C", "C", "N", "N", "C", "C", "C", "C", "N", "N", "C", "C", "C", "C", "N", "H", "H", "H", "H", "H", "H", "H", "H", "H", "H", "H", "H", "H", "H", "H", "H", "H", "H", "H", "H", "O", "C", "C", "O", "C", "C", "O", "C", "O", "O", "Cl", "C", "C", "O", "O", "H", "H", "C", "Te", "C", "C", "C", "C", "C", "C", "C", "H", "H", "H", "H", "H", "H", "H", "H"],
  "coordinates": [[-0.2864, -0.7675, -1.0283], [-3.0918, -1.6507, -3.4038], [-3.1471, -1.9513, -1.9442], [-3.8262, -3.0032, -1.3135], [-3.5361, -2.8693, 0.0276], [-2.7572, -1.7893, 0.1751], [-2.5012, -1.2212, -1.0367], [-2.1699, -1.1575, 1.4638], [-1.9191, 0.3524, 1.2014], [-2.4569, 1.3732, 1.8795], [-2.0272, 2.5461, 1.3029], [-1.2043, 2.1572, 0.2391], [-0.5017, 3.0768, -0.6991], [-1.1287, 0.8258, 0.1953], [-0.8263, -1.8573, 1.7856], [-0.5028, -2.6962, 2.7787], [0.7679, -3.1631, 2.5409], [1.1695, -2.5615, 1.3407], [2.4762, -2.8154, 0.6611], [0.1990, -1.7648, 0.8852], [-3.1723, -1.2788, 2.6122], [-4.5224, -1.2553, 2.5175], [-5.0324, -1.1525, 3.7868], [-3.8958, -1.1080, 4.6239], [-3.8391, -0.9755, 6.1147], [-2.7843, -1.1761, 3.9102], [-3.7834, -2.2994, -3.9412], [-3.3382, -0.6086, -3.5988], [-2.0825, -1.8277, -3.7746], [-4.4221, -3.7692, -1.7820], [-3.8294, -3.4698, 0.8742], [-3.0932, 1.2053, 2.7333], [-2.2744, 3.5519, 1.5993], [-0.8502, 4.0949, -0.5291], [0.5763, 3.0383, -0.5438], [-0.6847, 2.8070, -1.7363], [-1.1880, -2.8828, 3.5865], [1.3391, -3.8547, 3.1381], [3.1640, -3.2640, 1.3771], [2.3509, -3.5138, -0.1675], [2.9237, -1.9035, 0.2744], [-5.0181, -1.3022, 1.5614], [-6.0700, -1.1207, 4.0782], [-4.8071, -1.2044, 6.5595], [-3.0892, -1.6495, 6.5284], [-3.5612, 0.0404, 6.4012], [3.5872, -4.3338, -4.0445], [2.7799, -3.6213, -3.4424], [3.0610, -2.1889, -2.8858], [4.1096, -1.6309, -2.9916], [1.8071, -1.7781, -2.2509], [0.8542, -2.7409, -2.3437], [-0.2888, -2.5439, -1.7595], [1.3613, -3.9550, -3.0573], [0.8187, -5.0034, -3.2712], [1.5297, -0.7223, -1.5020], [-2.1121, 2.0474, -4.7199], [-0.5519, 1.1572, -4.8109], [-0.0231, 0.9212, -3.3984], [0.9671, 1.5294, -3.0357], [-0.7561, 0.1115, -2.6989], [0.1404, 1.7678, -5.3759], [-0.7631, 0.2149, -5.3086], [3.5797, 2.1986, -1.1051], [2.5711, 1.0591, 0.3963], [3.3530, 2.5393, 1.7635], [4.0366, 3.6000, 0.9325], [4.6008, 4.7315, 1.5245], [5.1956, 5.7181, 0.7549], [5.2124, 5.5934, -0.6307], [4.6645, 4.4695, -1.2260], [4.0920, 3.4560, -0.4546], [2.8852, 2.3904, -1.9215], [4.4041, 1.6035, -1.4958], [4.0473, 2.0921, 2.4761], [2.5429, 2.9859, 2.3423], [4.5667, 4.8323, 2.6042], [5.6410, 6.5840, 1.2302], [5.6589, 6.3679, -1.2428], [4.6813, 4.3627, -2.3052]],
  "forces_ev_per_angstrom": [[-1.59, 1.33, 0.76], [0.08, -0.07, 0.04], [-0.09, -0.03, 0.10], [-0.03, -0.05, -0.03], [0.03, -0.06, -0.08], [-0.18, 0.21, 0.15], [-0.25, -0.40, 0.35], [0.27, 0.00, -0.05], [0.08, -0.10, -0.01], [0.00, 0.12, 0.05], [-0.08, 0.03, 0.04], [0.06, 0.08, 0.07], [-0.04, -0.11, -0.07], [-0.34, 0.16, 0.52], [-0.10, 0.07, 0.04], [0.03, -0.02, -0.01], [0.01, -0.08, 0.01], [0.05, -0.01, 0.06], [-0.07, 0.04, -0.06], [-0.36, -0.17, 0.73], [0.03, -0.17, -0.03], [0.04, 0.05, -0.04], [-0.02, 0.01, 0.13], [-0.02, 0.03, -0.02], [0.04, 0.00, -0.11], [-0.10, 0.04, -0.09], [-0.02, 0.03, 0.01], [0.02, 0.01, -0.02], [0.00, 0.01, -0.02], [0.00, 0.04, 0.01], [0.00, 0.05, 0.00], [0.00, -0.04, -0.05], [0.02, -0.02, -0.03], [0.00, 0.00, -0.01], [0.03, -0.01, -0.01], [-0.03, 0.03, 0.00], [0.02, 0.05, -0.03], [-0.01, 0.04, -0.01], [0.00, 0.00, -0.01], [0.00, -0.02, 0.01], [0.00, 0.02, 0.00], [0.03, 0.01, 0.03], [0.04, 0.00, -0.02], [0.02, -0.01, 0.01], [-0.03, 0.00, 0.02], [-0.03, 0.00, 0.02], [-0.12, 0.19, 0.08], [0.09, -0.19, -0.07], [-0.45, -0.10, 0.05], [0.44, 0.25, 0.01], [0.01, -0.24, -0.12], [0.33, -0.06, -0.16], [0.18, -1.63, -0.69], [0.26, 0.55, 0.10], [-0.37, -0.44, -0.09], [2.12, -0.42, -0.56], [0.06, -0.01, -0.04], [-0.14, -0.14, 0.04], [-0.42, 0.10, 0.05], [0.08, 0.04, -0.01], [0.16, 0.93, -1.13], [0.02, 0.02, -0.04], [0.03, -0.01, -0.05], [-0.05, -0.07, -0.12], [0.36, 0.24, 0.44], [0.02, 0.13, 0.03], [-0.03, 0.00, -0.05], [-0.02, -0.03, -0.04], [-0.03, -0.02, -0.02], [0.01, -0.03, 0.03], [0.00, -0.03, 0.03], [0.03, -0.01, 0.04], [-0.02, 0.00, 0.04], [-0.01, 0.00, -0.02], [0.02, -0.05, -0.07], [-0.04, -0.04, -0.04], [0.01, 0.01, -0.02], [-0.04, 0.00, -0.01], [-0.01, -0.01, 0.01], [0.01, 0.00, 0.03]]
}

=====

{
  "formula": "C23H21BrN2O2S",
  "method": "ωB97M-V/def2-TZVPD",
  "e_homo_ev": -8.1,
  "energy_ev": -112146.153,
  "smiles": "Cc1cccc(NC(=S)N(Cc2ccc(Br)cc2)Cc2ccc(C(=O)O)cc2)c1",
  "relative_energy_kj_mol": 0.0,
  "species": ["C", "C", "C", "C", "C", "C", "C", "H", "N", "C", "N", "C", "C", "C", "C", "C", "C", "C", "H", "H", "C", "O", "O", "H", "H", "H", "H", "H", "C", "C", "C", "C", "C", "C", "C", "H", "H", "Br", "H", "H", "H", "H", "S", "H", "H", "H", "H", "H", "H", "H"],
  "coordinates": [[-5.1947, -0.5069, -0.0117], [-3.9410, -0.0901, -0.7185], [-3.6449, -0.5752, -1.9866], [-2.4664, -0.2146, -2.6127], [-1.5567, 0.6172, -1.9879], [-1.8341, 1.1001, -0.7153], [-3.0310, 0.7481, -0.0967], [-3.2456, 1.1249, 0.8948], [-0.9312, 1.8628, 0.0303], [0.3509, 2.2221, -0.2895], [1.2714, 2.0408, 0.6939], [1.0392, 1.1225, 1.8001], [0.2865, -0.1129, 1.3671], [-0.8410, -0.5412, 2.0593], [-1.6013, -1.5921, 1.5860], [-1.2365, -2.2336, 0.4067], [-0.0712, -1.8502, -0.2540], [0.6876, -0.8051, 0.2279], [1.5795, -0.4959, -0.2974], [0.2089, -2.3731, -1.1551], [-2.0700, -3.2961, -0.1921], [-1.7709, -3.9355, -1.1686], [-3.2332, -3.4900, 0.4533], [-3.7359, -4.1880, 0.0046], [-2.4885, -1.9052, 2.1127], [-1.1401, -0.0304, 2.9645], [0.5050, 1.6268, 2.6183], [2.0227, 0.8275, 2.1783], [2.6015, 2.6143, 0.5969], [3.6340, 1.5683, 0.2697], [4.5537, 1.1453, 1.2209], [5.4692, 0.1497, 0.9273], [5.4543, -0.4283, -0.3297], [4.5492, -0.0205, -1.2957], [3.6432, 0.9775, -0.9904], [2.9401, 1.3133, -1.7379], [4.5551, -0.4757, -2.2740], [6.7072, -1.8064, -0.7380], [6.1848, -0.1740, 1.6672], [4.5691, 1.6030, 2.2001], [2.5682, 3.3663, -0.1959], [2.8391, 3.1024, 1.5480], [0.7329, 2.9118, -1.7404], [-1.1713, 1.9112, 1.0117], [-0.6381, 0.8825, -2.4833], [-2.2438, -0.5941, -3.5983], [-4.3405, -1.2353, -2.4832], [-5.0155, -1.4370, 0.5291], [-5.5092, 0.2478, 0.7052], [-6.0008, -0.6783, -0.7210]],
  "forces_ev_per_angstrom": [[0.05, -0.03, 0.03], [0.03, 0.03, -0.07], [-0.07, -0.04, 0.03], [-0.03, -0.01, 0.08], [0.11, 0.02, -0.11], [-0.23, -0.13, -0.33], [0.04, 0.11, -0.15], [-0.03, 0.05, 0.13], [0.04, 0.30, 0.67], [0.18, 0.39, -0.09], [-0.41, -0.07, -0.01], [-0.12, -0.08, 0.22], [-0.03, -0.30, 0.13], [0.27, 0.06, 0.05], [0.04, -0.20, -0.17], [0.11, 0.18, 0.21], [-0.19, -0.14, 0.08], [0.04, 0.01, 0.17], [0.06, 0.04, -0.09], [0.02, -0.04, -0.10], [0.03, -0.34, -0.46], [0.05, 0.02, 0.00], [-0.40, 0.06, 0.39], [0.29, 0.08, -0.09], [-0.10, -0.01, 0.04], [-0.05, 0.09, 0.08], [0.09, -0.12, -0.01], [-0.10, 0.08, 0.02], [0.23, 0.24, -0.07], [0.02, 0.02, 0.10], [-0.09, 0.09, -0.14], [0.14, -0.18, -0.08], [0.18, -0.16, 0.03], [0.10, -0.09, 0.02], [0.09, 0.03, 0.00], [-0.09, 0.03, -0.05], [0.02, -0.04, -0.07], [-0.17, 0.18, 0.05], [0.05, -0.04, 0.04], [-0.03, 0.06, 0.10], [0.02, -0.06, 0.25], [0.01, -0.04, -0.05], [-0.01, 0.19, -0.60], [0.14, -0.11, -0.14], [0.01, 0.01, -0.01], [0.03, -0.03, -0.10], [-0.10, -0.07, -0.06], [-0.06, -0.06, 0.06], [-0.08, 0.03, 0.06], [-0.09, -0.01, -0.01]]
}